[1]
Computed, not measured: 2 unconnected molecules or ions with the total composition C8H8BrClFNO5, with ωB97M-V with the def2-TZVPD basis set.

XYZ file:
```
25
Properties=species:S:1:pos:R:3:lowdin_charge:R:1
C -3.259 0.397 -0.148 -0.028
C 1.237 -0.455 -1.083 -0.054
C 2.306 -0.064 -0.010 -0.485
C -1.882 0.884 -0.290 -0.024
O 1.840 0.689 4.011 -0.414
H 0.472 0.756 -2.602 0.139
H -4.781 -1.020 -0.927 0.110
H -0.898 -1.108 -3.081 0.119
C -3.746 -0.633 -1.057 -0.051
O 3.446 -0.056 -0.313 0.203
H -3.287 -1.963 -2.853 0.115
O 3.301 -1.167 3.876 -0.396
O 4.065 0.986 3.265 -0.399
H 0.568 -1.229 -0.611 0.157
C -1.572 -0.704 -2.286 -0.018
H -3.893 0.836 0.659 0.120
Br 0.835 2.380 -0.852 1.033
H 1.680 -0.951 -1.989 0.157
H -1.500 1.651 0.417 0.088
C -1.060 0.318 -1.351 -0.257
Cl 3.213 0.248 4.175 0.614
F 1.836 0.202 1.234 0.102
C -2.939 -1.182 -2.140 -0.044
N 0.382 0.702 -1.575 -0.413
O 3.637 0.483 5.533 -0.374
```

Properties
LUMO energy: -0.1096 Eh
relative energy (zero: lowest compared OMol25 entry of this formula, charge and spin): 124.45 kJ/mol
frontier orbital gap: 4.66 eV
HOMO energy: -7.64 eV
E: -3874.22379 Ha
F_max: 3.2 eV/Å

=====

[2]
Computed, not measured: a gas-phase ion, C5H8N3O2 (charge +1), with ωB97M-V with the def2-TZVPD basis set.

XYZ file:
```
18
Properties=species:S:1:pos:R:3:lowdin_charge:R:1
H -0.184 -1.811 2.001 0.113
C 0.546 -0.427 -0.048 -0.282
H -1.014 1.640 1.996 0.183
H -0.570 2.699 -1.803 0.183
H 1.794 -1.943 -0.581 0.187
H -0.929 0.824 -2.903 0.161
N -0.455 1.952 -1.119 0.133
C -0.447 0.792 -1.872 -0.113
C -0.510 2.208 0.178 -0.498
H 1.286 0.495 -0.221 0.200
H -0.322 -1.253 -2.089 0.102
O -0.224 3.230 0.694 0.174
N -0.805 1.147 1.131 0.215
O 1.175 -1.632 0.184 -0.027
C -0.287 -0.066 1.218 -0.174
N -0.560 -0.937 2.154 0.305
H -0.993 -0.716 2.971 0.119
C -0.125 -0.434 -1.472 0.017
```

Properties
LUMO energy: -0.1469 Eh
relative energy (zero: lowest compared OMol25 entry of this formula, charge and spin): 77.19 kJ/mol
frontier orbital gap: 9.54 eV
HOMO energy: -13.54 eV
net charge: +1
structure (SMILES): [NH2+]=C1NC(=O)NC=C[C@@H]1O
E: -509.80214 Ha
F_max: 4.2 eV/Å